Below is a structure of composition C26H15BrF12N2O4Ta at a distorted geometry, with properties calculated with ωB97M-V with the def2-TZVPD basis set.

Last column: Mulliken charge in e.
Cartesian coordinates (Å):
H: 4.332 -4.559 -1.374  0.35
H: -5.048 -0.210 -4.537  0.39
F: -1.556 -2.104 1.490  -0.27
C: 1.162 3.344 3.625  0.70
N: -0.341 -0.664 -0.529  0.37
C: 2.082 3.537 2.566  -0.24
F: -4.532 0.733 -0.191  -0.16
H: 5.232 -3.207 -2.125  0.37
F: -0.559 -3.475 2.962  -0.27
C: 4.228 -3.677 -2.059  -1.44
C: -3.148 0.291 -2.764  -0.72
H: -3.759 1.170 -2.980  0.45
C: -0.438 -3.025 1.667  0.80
C: 2.817 -1.575 -2.124  -1.02
F: -3.534 3.380 -2.013  -0.25
F: -1.616 2.621 -2.885  -0.20
H: 3.550 -1.200 -2.788  0.54
C: -3.453 1.450 0.166  0.96
C: 2.267 5.076 4.856  0.09
F: -0.549 -4.003 0.749  -0.22
Br: 2.620 6.202 6.235  -0.12
C: -2.270 0.366 -1.694  0.14
N: 3.134 4.359 2.693  -0.55
H: -3.651 -0.577 -5.597  0.35
H: 2.026 2.993 1.628  0.53
Ta: -0.676 0.306 1.272  2.34
O: 0.076 1.599 2.443  -0.73
C: -2.254 1.592 -0.853  1.07
H: -2.500 -2.721 -3.988  0.43
F: 1.937 -2.121 3.656  -0.26
C: 3.090 -2.833 -1.531  0.90
C: 1.635 -0.892 -1.885  -0.65
C: -1.424 -0.745 -1.434  0.79
O: -0.926 2.401 4.302  -0.56
F: 2.232 -3.992 2.414  -0.24
C: 0.018 2.431 3.560  0.24
C: -2.429 -1.911 -3.275  -0.97
C: 2.115 -2.629 2.366  0.71
C: 1.207 4.211 4.787  -0.77
F: -1.553 3.909 -1.114  -0.24
C: 3.220 5.096 3.779  -0.26
F: 3.187 -2.000 1.826  -0.22
O: 0.749 -0.876 1.778  -0.80
H: -4.548 -1.886 -4.993  0.43
C: 2.267 -3.246 -0.473  -0.99
H: 0.461 4.176 5.564  0.57
C: 0.925 -2.232 1.456  1.19
H: 1.337 0.051 -2.382  0.49
C: -2.271 2.893 -1.736  0.58
C: 0.825 -1.333 -0.793  -0.84
C: 1.372 -2.323 0.061  0.15
C: -4.219 -0.885 -4.738  -1.77
H: 4.103 5.734 3.871  0.38
O: -1.128 1.661 -0.032  -0.88
H: 2.344 -4.249 -0.067  0.45
H: -0.774 -2.698 -2.065  0.61
C: -1.486 -1.895 -2.269  -0.44
F: -2.680 0.441 1.415  -0.61
F: -3.859 2.636 0.667  -0.16
H: 3.943 -4.064 -3.048  0.30
C: -3.311 -0.852 -3.518  0.18

Calculated values
Highest occupied orbital energy: -11.0075 eV
E_LUMO: -5.7 eV
ΔE to the lowest compared entry with this formula, charge and spin: 64.9 kcal per mole
2S+1: 1
Frontier orbital gap: 5.32 eV
Charge: +1